1.
57
Properties=species:S:1:pos:R:3 method="wB97M-V/def2-TZVPD" homo_lumo_gap_ha=0.281 multiplicity=1 de_lowest_kcal_mol=0.5 e_lumo_ev=-0.5
Y 0.52 -0.13 -1.47
C 4.29 -1.31 1.42
C 2.98 -0.85 0.85
N 2.47 -1.21 -0.26
N 3.23 -2.14 -1.03
C 3.55 -1.64 -2.29
N 4.16 -2.54 -3.06
S 3.22 -0.08 -2.78
C 2.18 0.15 1.60
C 2.50 0.56 2.88
C 1.69 1.52 3.49
C 0.63 2.04 2.79
C 0.39 1.58 1.50
N 1.13 0.65 0.92
H 4.78 -2.01 0.75
H 4.13 -1.79 2.38
H 4.93 -0.44 1.58
H 2.64 -2.96 -1.15
H 4.44 -3.43 -2.71
H 4.38 -2.29 -4.01
H 3.35 0.15 3.40
H 1.92 1.85 4.50
H -0.02 2.79 3.22
H -0.42 1.98 0.89
O -0.61 3.66 -2.52
S -0.11 2.37 -2.15
O 0.05 1.38 -3.26
O -1.04 1.62 -1.19
O 1.20 2.34 -1.44
C -3.19 -0.38 -0.64
C -2.28 -1.11 0.29
N -0.97 -1.25 0.19
C -0.57 -1.99 1.28
C -1.64 -2.30 2.05
N -2.72 -1.73 1.40
H -2.88 -0.55 -1.67
H -3.14 0.69 -0.44
H -4.21 -0.73 -0.50
H 0.46 -2.27 1.44
H -1.74 -2.86 2.96
H -3.68 -1.75 1.70
C -0.80 -3.75 -3.35
C -0.32 -2.48 -2.70
O -1.00 -1.43 -2.79
O 0.79 -2.47 -2.09
H -1.85 -3.69 -3.60
H -0.61 -4.60 -2.69
H -0.23 -3.91 -4.26
C -4.08 3.98 2.43
S -2.97 3.05 1.35
C -3.00 4.15 -0.08
H -3.68 4.98 2.63
H -4.17 3.44 3.37
H -5.07 4.07 1.99
H -4.01 4.21 -0.48
H -2.34 3.74 -0.84
H -2.65 5.14 0.20

2.
92
Properties=species:S:1:pos:R:3 method="wB97M-V/def2-TZVPD" homo_lumo_gap_ha=0.219 multiplicity=1 total_charge=-1 de_lowest_kcal_mol=0.4 e_lumo_ev=2.3
Na -0.17 1.61 -0.96
O -2.43 1.71 -1.61
C -1.94 1.57 -2.76
O -0.88 2.09 -3.19
C -2.64 0.57 -3.64
C -3.33 0.94 -4.79
C -3.98 -0.02 -5.55
C -3.94 -1.36 -5.17
C -3.24 -1.73 -4.04
C -2.59 -0.78 -3.25
P -1.59 -1.18 -1.75
C -1.07 -2.89 -2.15
C 0.19 -3.01 -2.74
C 0.66 -4.25 -3.16
C -0.11 -5.39 -2.95
C -1.35 -5.28 -2.33
C -1.83 -4.04 -1.94
C -2.89 -1.47 -0.49
C -4.13 -0.85 -0.55
C -5.05 -1.02 0.47
C -4.74 -1.79 1.58
C -3.49 -2.39 1.66
C -2.57 -2.23 0.64
H -3.34 1.98 -5.09
H -4.52 0.28 -6.44
H -4.44 -2.11 -5.77
H -3.19 -2.78 -3.76
H 0.81 -2.13 -2.87
H 1.63 -4.33 -3.62
H 0.26 -6.36 -3.26
H -1.95 -6.17 -2.16
H -2.80 -3.96 -1.47
H -4.37 -0.22 -1.40
H -6.02 -0.53 0.41
H -5.46 -1.91 2.38
H -3.23 -2.99 2.53
H -1.59 -2.69 0.72
C 1.45 5.34 1.58
C 0.11 4.76 2.03
C -0.25 5.21 3.44
P 0.03 2.95 1.54
C -1.38 2.26 2.55
C -1.09 1.94 4.01
C -1.89 1.01 1.83
C 1.52 2.16 2.19
C 2.09 2.53 3.41
C 3.26 2.00 3.91
C 3.83 2.44 5.24
C 3.90 1.04 3.12
C 3.38 0.63 1.92
C 2.15 1.15 1.39
N 1.63 0.74 0.22
C 2.24 -0.35 -0.42
C 2.13 -1.66 0.08
C 1.33 -1.91 1.33
C 2.76 -2.71 -0.58
C 3.48 -2.52 -1.75
C 4.20 -3.67 -2.41
C 3.53 -1.24 -2.28
C 2.92 -0.16 -1.64
C 2.99 1.22 -2.24
H 1.42 6.44 1.61
H 1.69 5.04 0.56
H 2.26 5.00 2.23
H -0.67 5.18 1.37
H 0.50 4.90 4.18
H -1.21 4.83 3.77
H -0.29 6.30 3.48
H -2.17 3.03 2.50
H -0.31 1.17 4.08
H -1.99 1.56 4.50
H -0.74 2.80 4.58
H -1.09 0.27 1.75
H -2.26 1.24 0.83
H -2.71 0.54 2.39
H 1.58 3.28 4.00
H 3.21 3.20 5.70
H 4.84 2.86 5.13
H 3.91 1.61 5.95
H 4.84 0.61 3.46
H 3.92 -0.10 1.33
H 0.41 -1.34 1.30
H 1.87 -1.59 2.22
H 1.10 -2.97 1.43
H 2.66 -3.71 -0.17
H 3.77 -4.63 -2.12
H 5.26 -3.69 -2.14
H 4.15 -3.59 -3.50
H 4.06 -1.06 -3.21
H 3.71 1.25 -3.07
H 3.28 1.96 -1.49
H 2.02 1.54 -2.64

3.
46
Properties=species:S:1:pos:R:3 method="wB97M-V/def2-TZVPD" homo_lumo_gap_ha=0.321 multiplicity=1 de_lowest_kcal_mol=1.9 e_lumo_ev=-0.2
C -0.66 -1.25 4.94
C 0.23 -2.27 4.34
C 0.61 -3.49 4.86
C 0.24 -4.11 6.13
O -0.49 -3.61 6.95
O 0.81 -5.31 6.29
O 1.45 -4.16 4.01
C 1.62 -3.39 2.94
C 2.40 -3.66 1.82
C 2.43 -2.70 0.83
C 1.70 -1.52 0.95
S 1.74 -0.34 -0.39
O 1.51 0.98 0.13
O 2.90 -0.58 -1.19
N 0.36 -0.83 -1.23
C -0.47 0.25 -1.74
C 0.18 0.99 -2.91
C -0.64 2.16 -3.38
C -1.19 2.19 -4.59
C -2.00 3.33 -5.11
C -2.40 4.31 -4.01
C -1.20 4.58 -3.11
C -0.79 3.29 -2.40
C 0.93 -1.23 2.05
C 0.89 -2.18 3.07
H -0.13 -0.30 5.03
H -1.00 -1.58 5.92
H -1.52 -1.08 4.29
H 0.54 -5.68 7.15
H 2.96 -4.58 1.74
H 3.02 -2.83 -0.06
H 0.64 -1.48 -1.95
H -0.62 0.93 -0.91
H -1.43 -0.18 -2.04
H 1.16 1.33 -2.57
H 0.34 0.28 -3.74
H -1.04 1.37 -5.27
H -2.89 2.95 -5.62
H -1.41 3.86 -5.87
H -2.77 5.24 -4.45
H -3.20 3.87 -3.41
H -0.37 4.94 -3.71
H -1.44 5.35 -2.37
H 0.14 3.43 -1.85
H -1.56 3.02 -1.67
H 0.40 -0.29 2.11

4.
63
Properties=species:S:1:pos:R:3 method="wB97M-V/def2-TZVPD" homo_lumo_gap_ha="0.310 / 0.327" multiplicity=2 total_charge=+3 de_lowest_kcal_mol=8.0 e_lumo_ev="-9.5 / -9.1"
Ti -0.07 0.26 0.05
C 0.77 0.75 -2.99
C -0.64 0.20 -3.03
O -1.27 0.63 -1.82
C -2.71 0.54 -1.86
C -3.20 0.97 -0.49
O -2.26 0.45 0.48
C -2.78 0.46 1.82
C -1.57 0.47 2.73
O -0.53 -0.34 2.17
C -0.66 -1.74 2.53
C 0.70 -2.45 2.39
O 1.56 -1.77 1.48
C 2.68 -1.10 2.04
C 2.34 0.37 2.12
O 1.82 0.78 0.82
C 2.79 1.49 0.02
C 2.54 1.23 -1.47
O 1.24 0.64 -1.63
H 0.78 1.80 -3.28
H 1.42 0.19 -3.66
H -0.67 -0.89 -3.09
H -1.17 0.61 -3.90
H -3.01 -0.48 -2.10
H -3.10 1.22 -2.62
H -4.19 0.55 -0.30
H -3.25 2.05 -0.39
H -3.41 -0.43 1.96
H -3.39 1.35 1.99
H -1.83 0.13 3.73
H -1.18 1.48 2.81
H -1.42 -2.21 1.91
H -0.98 -1.79 3.57
H 0.53 -3.45 2.00
H 1.18 -2.55 3.36
H 3.52 -1.27 1.37
H 2.95 -1.49 3.03
H 3.21 0.98 2.39
H 1.56 0.54 2.85
H 3.79 1.16 0.28
H 2.70 2.56 0.25
H 3.29 0.56 -1.89
H 2.58 2.17 -2.02
C 1.98 -2.38 -1.49
C 0.53 -2.56 -1.21
N -0.33 -1.69 -0.67
C -1.57 -2.34 -0.66
C -1.44 -3.58 -1.19
N -0.12 -3.69 -1.53
H 2.39 -1.55 -0.93
H 2.15 -2.22 -2.56
H 2.53 -3.29 -1.21
H -2.46 -1.88 -0.28
H -2.17 -4.36 -1.35
H 0.30 -4.51 -1.94
S 0.02 4.84 1.19
C -0.54 4.61 -0.41
C -0.60 3.29 -0.70
N -0.22 2.44 0.32
C 0.13 3.16 1.37
H -0.78 5.45 -1.05
H -0.92 2.90 -1.65
H 0.51 2.73 2.29

5.
15
Properties=species:S:1:pos:R:3 method="wB97M-V/def2-TZVPD" homo_lumo_gap_ha=0.366 multiplicity=1 de_lowest_kcal_mol=53.4 e_lumo_ev=0.8
C -1.35 1.52 -0.28
C -0.93 0.39 0.74
O -1.64 0.07 1.68
N 0.18 -0.30 0.21
C 0.88 -1.27 1.09
C 0.86 -0.21 -1.01
H -2.32 1.32 -0.68
H -0.69 1.44 -1.20
H -1.26 2.51 -0.06
H 1.75 -0.60 1.38
H 0.13 -1.68 1.87
H 1.25 -2.20 0.57
H 0.21 -0.71 -1.87
H 1.62 -1.06 -1.07
H 1.32 0.77 -1.36

6.
157
Properties=species:S:1:pos:R:3 method="wB97M-V/def2-TZVPD" homo_lumo_gap_ha=0.212 multiplicity=1 total_charge=+1 e_lumo_ev=-4.2
C 6.07 -3.11 -3.28
C 4.83 -2.69 -2.29
S 4.59 -4.00 -1.10
C 4.01 -3.73 0.58
C 3.47 -2.34 1.20
C 4.43 -1.17 0.74
C 6.10 -1.61 0.74
C 7.14 -0.30 1.00
O 6.92 -1.06 -0.41
C 3.49 -2.59 2.80
F 3.60 -4.02 3.18
C 4.60 -1.88 3.66
C 5.93 -2.71 3.93
C 7.08 -2.17 4.81
C 7.01 -0.74 5.47
C 5.72 0.09 5.23
C 4.55 -0.50 4.35
N 2.15 -2.28 3.46
C 1.27 -3.22 2.68
N 0.69 -4.18 3.43
N 1.03 -3.03 1.22
C -0.43 -2.84 1.18
C -1.28 -2.47 -0.09
C -2.86 -2.31 0.33
S -3.78 -2.42 -1.31
C -4.04 -4.19 -1.75
S -4.49 -5.38 -0.65
N -3.88 -4.65 -3.16
C -4.01 -6.01 -3.69
C -3.75 -6.01 -5.24
N -3.48 -4.59 -5.55
C -3.54 -3.83 -4.33
C 1.95 -1.94 0.69
C 1.32 -0.56 1.08
C 2.05 0.83 1.09
O 1.90 1.73 0.20
O 2.81 1.34 2.22
C 3.62 2.47 1.78
C 3.17 3.96 2.15
O 4.68 2.24 1.15
C 1.82 -2.08 -0.93
C 1.36 -3.43 -1.63
C 1.18 -3.59 -3.16
C 1.40 -2.39 -4.13
C 1.86 -1.05 -3.49
C 2.08 -0.92 -1.93
H 7.01 -3.40 -2.70
H 6.25 -2.28 -4.07
H 5.65 -4.00 -3.90
H 5.04 -1.62 -1.99
H 3.92 -2.65 -3.02
H 3.15 -4.49 0.79
H 4.90 -4.15 1.20
H 4.22 -0.68 -0.27
H 4.52 -0.28 1.48
H 6.42 -2.65 1.25
H 6.89 0.71 0.52
H 8.22 -0.65 1.11
H 6.05 -3.77 3.49
H 8.01 -2.81 5.01
H 7.88 -0.35 6.13
H 5.65 1.12 5.72
H 3.62 0.14 4.26
H 2.24 -2.66 4.43
H 0.20 -4.00 4.31
H 0.72 -5.15 3.05
H -0.74 -2.12 2.04
H -0.91 -3.84 1.52
H -0.97 -1.59 -0.73
H -1.28 -3.39 -0.80
H -3.18 -3.20 1.00
H -3.02 -1.31 0.85
H -4.25 -6.96 -3.09
H -3.75 -6.91 -5.95
H -3.35 -2.69 -4.23
H 0.80 -0.59 2.13
H 0.43 -0.37 0.36
H 4.07 4.68 2.20
H 2.40 4.40 1.43
H 2.72 3.97 3.22
H 1.15 -4.35 -0.98
H 0.87 -4.61 -3.58
H 1.26 -2.56 -5.25
H 2.06 -0.17 -4.21
H 2.44 0.10 -1.59
F -3.32 0.37 -1.20
C -4.23 1.32 -0.95
C -3.85 2.46 -0.25
C -4.80 3.45 0.01
C -6.11 3.28 -0.42
C -6.48 2.13 -1.12
C -5.53 1.15 -1.39
H -2.83 2.57 0.08
H -4.51 4.34 0.55
H -6.85 4.05 -0.22
H -7.51 2.00 -1.45
H -5.80 0.25 -1.93
F -7.75 1.00 -3.87
C -7.08 1.44 -4.95
C -6.16 0.60 -5.57
C -5.47 1.06 -6.68
C -5.68 2.35 -7.16
C -6.60 3.19 -6.52
C -7.30 2.73 -5.41
H -6.00 -0.40 -5.18
H -4.76 0.41 -7.18
H -5.14 2.70 -8.02
H -6.76 4.19 -6.89
H -8.03 3.36 -4.91
F -2.23 -2.39 3.47
C -3.33 -1.91 4.10
C -3.76 -0.62 3.82
C -4.89 -0.12 4.46
C -5.57 -0.92 5.37
C -5.13 -2.21 5.65
C -4.00 -2.71 5.00
H -3.21 -0.01 3.11
H -5.24 0.88 4.24
H -6.45 -0.53 5.87
H -5.66 -2.82 6.37
H -3.65 -3.71 5.20
F 1.60 3.33 7.88
C 0.85 2.97 6.83
C -0.53 3.03 6.92
C -1.31 2.66 5.83
C -0.70 2.23 4.66
C 0.69 2.17 4.57
C 1.47 2.55 5.66
H -0.99 3.36 7.85
H -2.40 2.71 5.90
H -1.31 1.94 3.81
H 1.16 1.83 3.66
H 2.55 2.52 5.61
F 4.00 5.61 4.23
C 3.63 6.83 4.67
C 4.61 7.73 5.06
C 4.23 8.99 5.51
C 2.88 9.33 5.57
C 1.91 8.42 5.17
C 2.29 7.16 4.71
H 5.65 7.44 5.02
H 4.99 9.70 5.82
H 2.59 10.32 5.92
H 0.86 8.69 5.22
H 1.54 6.44 4.39
F -5.19 2.07 -9.86
C -4.11 1.44 -10.34
C -2.85 2.00 -10.15
C -1.73 1.34 -10.65
C -1.88 0.13 -11.33
C -3.14 -0.42 -11.51
C -4.26 0.24 -11.01
H -2.76 2.94 -9.63
H -0.74 1.76 -10.50
H -1.00 -0.38 -11.71
H -3.26 -1.35 -12.05
H -5.26 -0.18 -11.14

7.
17
Properties=species:S:1:pos:R:3 method="wB97M-V/def2-TZVPD" homo_lumo_gap_ha=0.408 multiplicity=1 de_lowest_kcal_mol=33.8 e_lumo_ev=1.0
C 2.63 -0.04 -0.34
C 1.46 0.09 -0.12
C 0.07 0.40 0.29
C -0.15 1.91 0.11
O -0.09 -0.01 1.64
C -0.99 -0.39 -0.51
C -0.97 -1.90 -0.30
H 3.68 -0.14 -0.54
H 0.70 2.44 0.54
H -0.20 2.15 -0.96
H -1.07 2.27 0.59
H 0.70 0.25 2.13
H -1.95 0.00 -0.18
H -0.89 -0.16 -1.58
H -1.79 -2.36 -0.87
H -1.11 -2.15 0.75
H -0.04 -2.35 -0.65

8.
13
Properties=species:S:1:pos:R:3 method="wB97M-V/def2-TZVPD" homo_lumo_gap_ha=0.292 multiplicity=1 de_lowest_kcal_mol=49.0 e_lumo_ev=-0.9
S 1.57 0.13 1.34
S 0.39 1.57 2.36
H 2.07 -0.08 0.10
H -0.01 0.61 3.15
O 1.16 -0.28 -2.82
H 1.36 -0.46 -1.90
H 1.41 0.65 -2.85
O -0.86 0.82 -1.01
H -0.63 1.71 -0.75
H -1.10 0.32 -0.21
O -1.54 -1.43 0.95
H -1.71 -2.24 1.45
H -2.10 -1.32 0.19

9.
14
Properties=species:S:1:pos:R:3 method="wB97M-V/def2-TZVPD" homo_lumo_gap_ha=0.381 multiplicity=1 de_lowest_kcal_mol=118.3 e_lumo_ev=1.0
C -0.90 0.93 1.48
N 0.35 1.19 0.79
N 0.83 0.09 0.16
O 2.14 0.39 -0.24
O 0.04 -0.07 -1.13
C -0.34 -1.38 -1.44
H -0.75 0.09 2.15
H -1.72 0.70 0.79
H -1.15 1.81 2.06
H 0.28 1.99 0.15
H 2.63 -0.44 -0.18
H -0.14 -2.08 -0.62
H 0.13 -1.79 -2.33
H -1.42 -1.44 -1.64

Number 1: energy -2637.83894 Ha, M 582.52 g/mol. Number 2: energy -2639.77433 Ha, M 668.75 g/mol. Number 3: energy -1527.65699 Ha, M 363.43 g/mol. Number 4: energy -2606.28222 Ha, M 479.42 g/mol. Number 5: energy -287.74738 Ha, M 87.12 g/mol. Number 6: energy -5138.07467 Ha, M 1261.53 g/mol. Number 7: energy -309.78846 Ha, M 98.14 g/mol. Number 8: energy -1026.80801 Ha, M 120.19 g/mol. Number 9: energy -340.84194 Ha, M 92.10 g/mol.